# 1
Molecular formula: C35H33ClN4Si2Tl
Method: DFT, wB97M-V/def2-TZVPD

```
76
Properties=species:S:1:pos:R:3:forces:R:3:lowdin_charge:R:1
Tl 0.92464 0.13308 3.03240 1.470 -0.696 0.496 0.876
Cl -1.46048 -2.24977 0.90348 -0.307 0.196 0.231 0.360
Si -0.46498 2.35914 -2.36109 -0.518 0.925 -3.927 0.776
Si -1.97953 -1.27373 -0.86394 2.945 -0.221 0.816 0.402
N 2.01217 -4.63036 3.90594 0.076 -0.029 0.294 0.101
N 1.38422 -3.58748 6.58583 0.046 0.063 -0.250 0.092
N 0.87539 -1.58622 5.75596 0.272 -1.091 -0.224 0.076
N 1.45833 -2.70223 2.95342 -0.205 -0.821 0.910 0.036
C 3.70310 1.22936 3.26249 -0.444 -0.395 0.222 -0.268
C -1.48776 0.31199 -5.90692 -0.106 -0.206 0.018 -0.075
C 1.80698 -3.60839 1.96808 0.063 -0.316 1.110 -0.143
C 1.58550 -3.34696 4.12015 -0.025 0.169 -1.348 -0.275
C 1.29626 -2.81907 5.44805 -0.461 0.858 1.049 -0.270
C -3.94982 5.40472 -2.21327 -0.049 -0.060 0.328 -0.068
C 0.00089 -2.51080 -4.18737 0.030 -0.056 0.219 -0.065
C -1.29648 1.33060 -3.71797 -0.272 0.138 0.391 -0.285
C -3.44430 0.49182 -4.50450 0.016 -0.149 0.382 -0.073
C -1.26234 2.02481 1.54335 0.451 0.283 0.006 -0.101
C 1.36545 -2.41932 -3.89035 -0.383 -0.063 -0.218 -0.065
C -0.95510 -2.20592 -3.20874 0.377 -0.004 -0.798 -0.118
C -3.23543 5.28537 -3.41233 0.254 -0.117 0.123 -0.061
C -3.46287 4.81803 -1.04100 -0.033 0.094 -0.123 -0.067
C 3.68507 0.55497 1.99632 -0.430 -0.262 0.410 -0.274
C -1.48022 0.51715 -0.38271 1.552 0.907 0.645 -0.202
C 3.92798 0.24789 4.27862 -0.232 -0.010 -0.523 -0.188
C -0.05647 2.59056 1.10202 -0.220 0.385 -0.173 -0.118
C -0.71191 0.93985 -4.92753 -0.103 -0.126 0.264 -0.090
C -0.56106 -1.76599 -1.95723 -0.173 -0.317 0.064 -0.350
C -2.27463 4.08724 -1.08925 -0.509 -0.186 0.231 -0.108
C 0.44491 2.20159 -0.12557 -0.144 -1.081 0.782 -0.079
C 1.77506 -2.01687 -2.61627 -0.202 0.009 0.731 -0.061
C -1.64258 3.82333 -2.29878 0.411 0.223 0.604 -0.271
C 3.91827 -0.83067 2.24053 -0.097 0.175 0.562 -0.217
C 2.16811 -4.80836 2.54624 -0.336 0.831 -0.211 -0.065
C 4.07003 -1.01557 3.64156 -0.062 0.544 -0.498 -0.192
C -2.85657 0.08142 -5.70179 0.467 0.171 0.128 -0.070
C -2.66572 1.10577 -3.51407 -0.201 -0.508 -0.494 -0.122
C -0.22234 1.17175 -0.91996 -0.651 -0.724 2.362 -0.288
C 1.00588 -2.80540 7.66003 -0.143 0.622 -0.673 -0.074
C -2.08164 4.49594 -3.45900 -0.241 -0.322 0.225 -0.074
C 0.81498 -1.73057 -1.62520 0.206 0.236 -0.570 -0.118
C -1.90799 0.99203 0.84454 -0.710 0.075 -0.175 -0.126
C 0.68949 -1.57048 7.12545 0.349 -0.954 -0.384 -0.122
H 0.88981 2.68897 -2.88909 -0.065 -0.096 0.461 0.046
H 1.38957 2.60068 -0.49231 -0.141 -0.071 0.065 0.131
H -3.26352 -1.80016 -1.15760 -1.063 0.274 -0.545 -0.007
H -1.01476 -0.04877 -6.82290 -0.149 0.224 0.229 0.112
H -2.76132 0.51681 1.34579 0.298 0.233 -0.274 0.123
H 3.60762 2.30452 3.42075 0.087 -0.326 -0.054 0.075
H 0.51307 0.47219 -1.36516 -0.507 0.384 -0.429 0.123
H 1.66414 -4.56678 6.62614 -0.192 0.675 0.165 0.154
H 2.18378 -5.33372 4.62926 -0.042 0.490 -0.735 0.160
H 1.15739 -1.43082 -0.61828 -0.245 -0.238 -0.519 0.102
H -3.14449 1.39106 -2.57006 0.089 0.072 -0.313 0.106
H -3.44906 -0.43067 -6.46335 0.199 0.221 0.237 0.112
H 1.76110 -3.34449 0.92169 0.094 -0.076 0.127 0.089
H -0.34490 -2.80684 -5.17476 0.213 -0.050 0.140 0.111
H 4.01169 0.42716 5.35645 -0.014 0.001 -0.562 0.089
H 0.98854 -3.17359 8.67050 0.024 -0.042 -0.042 0.109
H -3.60472 5.78355 -4.31324 0.212 -0.191 0.323 0.114
H -4.89451 5.95891 -2.17832 0.432 -0.200 -0.104 0.113
H 4.30870 -1.95665 4.13819 -0.136 0.282 -0.150 0.088
H 2.50387 -5.72899 2.10665 0.004 -0.081 0.088 0.111
H -4.50258 0.29338 -4.31002 0.347 0.136 -0.148 0.112
H 2.10693 -2.68862 -4.65167 -0.312 0.222 0.335 0.115
H -1.54456 4.34740 -4.39569 -0.246 0.036 0.110 0.114
H 2.84562 -1.93865 -2.36960 -0.616 -0.118 -0.149 0.118
H 0.36169 1.09304 -5.06494 -0.343 -0.050 -0.159 0.108
H -1.69652 2.38787 2.47723 0.166 -0.257 -0.166 0.134
H -1.86414 3.65226 -0.17455 -0.432 0.233 -0.373 0.069
H 4.00280 -1.61236 1.48694 -0.025 0.240 0.170 0.078
H 0.33170 -0.68683 7.63365 0.110 -0.136 -0.038 0.102
H 3.54770 1.01223 1.01789 0.246 -0.008 0.184 0.063
H -2.02575 -2.28310 -3.43003 0.424 0.035 -0.169 0.100
H -4.01479 4.87737 -0.09562 0.229 0.217 -0.442 0.111
H 0.49739 3.30941 1.71644 -0.376 -0.221 -0.279 0.140
```
Positions in Å, forces in eV/Å.

Calculated values
HOMO level (spin up / spin down)   -8.65 / -8.65 eV
Gap between HOMO and LUMO (spin up / spin down)   3.5 / 3.5 eV
Molar mass   805.69 u
Net charge   +1
ΔE to the lowest compared entry with this formula, charge and spin   0.0 kcal per mole
LUMO level (spin up / spin down)   -5.11 / -5.11 eV
F_max   4.07 eV/Å

# 2
Molecular formula: C35H33FN4Re
Method: DFT, wB97M-V/def2-TZVPD

```
74
Properties=species:S:1:pos:R:3:forces:R:3:lowdin_charge:R:1
Re -0.51606 -0.12214 0.19014 -0.063 -0.367 -0.424 1.564
F 1.05421 -1.79792 0.55752 -0.046 0.068 -0.036 -0.045
N -1.67941 -1.24999 1.40621 0.028 -0.091 -0.001 -0.127
N -2.52164 -3.01325 2.40035 -0.005 -0.018 0.041 0.023
N 0.82671 0.78061 1.08816 0.206 0.316 0.320 -0.050
N -3.33534 -9.38446 4.54037 -0.001 -0.040 0.006 0.218
C 0.36608 1.32325 -1.94678 0.186 0.001 -0.041 -0.033
C -2.33583 3.51951 0.54102 0.004 0.001 0.001 0.017
C 0.61707 2.82057 2.44934 -0.054 -0.022 -0.018 -0.151
C -2.70072 -4.37588 2.85427 -0.008 0.005 -0.008 -0.190
C 3.00820 0.71583 2.28341 0.052 -0.011 0.037 0.031
C -4.68339 2.98266 -0.91806 -0.001 -0.029 -0.004 -0.013
C 4.15919 -1.40502 2.41782 0.017 -0.013 0.016 0.016
C 0.81646 2.22266 1.20080 0.104 -0.042 0.056 -0.199
C -1.51410 -2.57229 1.67667 -0.015 0.040 -0.014 -0.072
C -2.56363 2.24800 -0.03820 -0.024 -0.121 -0.185 -0.268
C -3.03698 -6.95276 3.71771 0.003 -0.003 -0.001 -0.188
C -1.14889 2.27420 4.13986 -0.021 -0.013 0.045 -0.037
C 0.64048 4.21576 2.47422 0.048 -0.022 -0.005 0.000
C 1.06387 4.31366 0.10217 -0.032 0.028 -0.016 0.006
C 1.38571 2.27692 -1.32558 -0.006 -0.079 -0.001 -0.327
C 2.09330 -1.26170 1.33236 -0.005 -0.079 -0.057 -0.170
C -1.64674 1.21850 0.06703 -0.233 0.281 0.407 -0.086
C 1.25303 2.39127 4.86307 -0.054 -0.001 -0.023 -0.029
C 1.96280 0.09356 1.60038 -0.079 0.022 -0.077 -0.203
C 1.03300 2.93115 0.00379 0.026 -0.008 0.049 -0.143
C 4.09094 -0.04417 2.69512 -0.026 0.029 -0.013 0.003
C -3.38836 -1.95821 2.65030 0.027 -0.017 0.007 0.036
C 0.30364 2.03608 3.71445 0.026 0.017 -0.017 -0.367
C -3.28924 4.49746 0.38702 -0.002 -0.005 0.000 -0.004
C -3.20596 -8.30555 4.17277 -0.003 0.041 0.001 -0.150
C -3.75009 1.98343 -0.77521 -0.041 0.067 0.000 0.008
C -2.97726 -4.59686 4.19382 0.003 -0.002 -0.011 0.011
C -2.87097 -0.87623 2.03910 0.006 0.046 -0.031 -0.066
C -2.76502 -6.70705 2.37326 0.000 0.002 -0.004 0.017
C -3.14834 -5.90011 4.62569 0.001 0.001 -0.002 0.021
C 0.86895 4.95022 1.32367 0.038 0.013 0.002 -0.011
C 3.14305 -2.04427 1.70522 -0.027 0.011 -0.003 0.048
C 2.78204 1.64501 -1.30624 -0.002 -0.013 -0.013 -0.015
C -4.45323 4.23127 -0.33790 0.012 0.007 0.005 0.028
C -2.60028 -5.40541 1.93247 0.005 0.010 0.013 0.005
H -3.24722 0.13037 1.99355 0.005 0.000 -0.001 0.115
H 1.40434 3.09744 -2.04935 0.040 0.003 -0.006 0.156
H -1.30779 3.31126 4.43769 -0.006 0.011 -0.026 0.097
H -1.39281 1.64709 4.99752 0.011 0.019 0.011 0.095
H 0.48429 4.73048 3.41325 -0.009 0.006 -0.002 0.134
H -3.91208 1.00977 -1.21982 0.005 -0.008 0.000 0.131
H 2.79405 0.69740 -0.76048 0.017 0.036 -0.043 0.071
H 3.50139 2.31166 -0.83288 0.005 0.011 -0.012 0.107
H 0.90067 6.03062 1.37194 0.001 0.007 0.007 0.133
H 3.19070 -3.09326 1.44642 -0.008 -0.003 -0.010 0.148
H 0.74698 0.92519 -2.89230 0.022 0.041 -0.033 0.127
H 2.28806 2.13515 4.64409 0.046 0.003 -0.022 0.075
H 0.34721 0.24033 -1.46949 -0.057 -0.082 0.049 0.047
H 0.96116 1.85439 5.76502 0.003 -0.007 -0.006 0.099
H -5.59004 2.80232 -1.47880 -0.005 0.005 0.004 0.134
H 1.21390 3.45622 5.09058 -0.007 -0.003 0.033 0.091
H -3.36052 -6.10777 5.66509 -0.002 0.000 0.002 0.141
H 0.40727 0.96722 3.50315 0.029 0.007 0.004 0.119
H -0.61355 1.74683 -2.14322 -0.050 -0.102 0.143 0.095
H -5.19358 5.01237 -0.45546 -0.004 0.004 0.001 0.138
H -4.28981 -2.09453 3.22289 -0.010 0.003 -0.005 0.157
H 1.25369 4.90634 -0.78405 0.009 0.000 0.002 0.137
H 2.97541 1.77825 2.47175 0.022 0.018 0.003 0.132
H -2.42978 -5.20063 0.88321 -0.001 -0.008 -0.007 0.125
H -1.42291 3.70556 1.08860 -0.073 0.005 0.014 0.090
H 3.12661 1.44704 -2.32094 -0.006 -0.010 -0.001 0.104
H 4.90253 0.43331 3.22642 -0.003 0.010 0.003 0.137
H -0.69156 -3.19484 1.36788 0.020 0.014 -0.019 0.153
H -3.04265 -3.77457 4.89456 -0.002 -0.002 0.009 0.129
H -3.13757 5.47522 0.82316 -0.003 0.004 0.000 0.133
H -1.85580 2.03938 3.34175 -0.037 0.011 -0.095 0.062
H 5.01856 -1.97905 2.73708 0.002 -0.003 0.000 0.140
H -2.70034 -7.53264 1.67851 0.000 -0.001 -0.001 0.139
```
Positions in Å, forces in eV/Å.

Calculated values
HOMO level (spin up / spin down)   -16.39 / -16.39 eV
Gap between HOMO and LUMO (spin up / spin down)   4.9 / 4.9 eV
Molar mass   714.88 u
Net charge   +3
LUMO level (spin up / spin down)   -11.44 / -11.44 eV
F_max   0.56 eV/Å

# 3
Molecular formula: C35H33N3O3PtS2Si
Method: DFT, wB97M-V/def2-TZVPD

```
78
Properties=species:S:1:pos:R:3:forces:R:3:lowdin_charge:R:1
Pt 0.05261 0.96112 -1.12529 1.016 -0.505 0.026 0.922
S 3.32013 0.18734 -1.46761 0.100 -0.033 0.077 1.075
S -0.79547 0.28357 -3.13671 -0.114 -0.286 -0.344 0.628
Si -3.60983 -1.66065 -4.10716 0.044 -0.113 0.056 0.502
O 2.97431 1.28163 0.90423 0.051 -0.037 0.085 -0.004
O 2.05346 0.93502 -1.83082 -0.121 0.364 -0.084 -0.658
O -1.44602 2.28901 1.39343 0.014 0.173 -0.118 0.038
N -1.81021 0.22211 -0.87788 -0.233 0.486 0.456 -0.163
N 1.70865 1.85044 2.71951 0.004 -0.119 0.109 0.157
N 0.69387 1.71401 0.71939 -1.008 -0.259 0.444 0.010
C 0.30994 6.21648 4.63983 -0.026 0.000 0.005 -0.091
C -2.34349 -2.99610 -4.43322 0.045 -0.004 -0.065 -0.173
C 4.05428 -1.66939 0.34527 -0.001 0.074 0.035 -0.081
C 4.20915 -2.24639 -5.20058 -0.022 -0.003 0.006 -0.077
C 2.88811 -2.06278 -4.80377 0.013 -0.025 -0.002 -0.062
C 5.24361 -1.69406 -4.46250 0.007 -0.030 0.022 -0.078
C -3.51054 -0.34158 -5.41788 0.014 0.084 -0.026 -0.180
C -5.32521 -2.40067 -4.06997 -0.070 -0.019 0.025 -0.186
C 0.54195 3.84394 4.93833 -0.018 -0.009 -0.001 -0.029
C -1.72958 -0.61502 5.53092 -0.009 0.009 -0.014 -0.095
C 1.89828 1.57712 1.39713 0.123 0.083 -0.306 -0.526
C 2.59702 -1.33206 -3.66510 0.034 0.013 -0.047 -0.066
C -2.10867 -0.22684 -2.10890 -0.101 0.046 -0.038 -0.712
C 4.96153 -0.95745 -3.31872 0.017 -0.007 0.025 -0.082
C 0.55493 5.12668 5.46362 0.049 0.003 -0.010 -0.079
C -1.69293 1.44241 4.28228 0.024 0.028 0.022 -0.026
C -2.36929 0.53419 5.07844 -0.001 -0.025 -0.001 -0.073
C 0.34937 2.21991 3.02814 0.037 0.022 -0.064 -0.276
C -3.25800 -0.97154 -2.38681 0.104 0.048 -0.013 -0.231
C -0.36418 1.21290 3.92592 0.014 -0.007 -0.039 -0.156
C 1.56599 -2.88560 0.54979 0.016 0.007 0.000 -0.063
C 0.28592 3.63548 3.58623 -0.059 0.009 -0.030 -0.142
C 3.87885 -2.74824 1.19607 0.001 -0.065 -0.014 -0.072
C 2.97728 -1.20813 -0.39606 -0.039 0.022 0.062 -0.378
C -0.41477 -0.85264 5.16837 0.015 0.008 -0.009 -0.083
C 2.63399 -3.35502 1.30154 -0.007 0.024 0.001 -0.079
C -3.74268 -0.79461 -0.00893 -0.004 -0.040 -0.037 -0.045
C -2.59964 -0.04487 0.17035 0.048 -0.116 -0.292 -0.086
C 3.64340 -0.79501 -2.92746 -0.123 0.104 -0.178 -0.363
C 1.73426 -1.80858 -0.30950 -0.021 -0.062 -0.053 -0.074
C -4.06320 -1.24581 -1.28849 -0.064 0.040 0.067 -0.068
C 0.04844 4.73103 2.76451 -0.006 -0.004 0.004 -0.009
C -0.26747 2.10120 1.61092 0.285 -0.021 0.116 -0.462
C 0.05591 6.01513 3.29153 0.044 0.000 -0.005 -0.072
C 0.26476 0.05620 4.36336 -0.015 -0.026 0.000 -0.025
H 0.31235 7.21847 5.04912 0.004 0.000 -0.002 0.100
H -4.96844 -1.82672 -1.42486 0.002 -0.001 0.009 0.098
H 6.26961 -1.82592 -4.77948 0.002 0.004 0.002 0.105
H -2.29834 -3.70365 -3.60294 -0.007 -0.011 -0.009 0.035
H -2.19214 2.33261 3.92269 0.010 0.010 0.018 0.124
H -3.40099 0.72159 5.34820 0.006 0.007 0.006 0.103
H 0.59585 -3.35976 0.62595 -0.002 0.011 0.012 0.108
H -0.13349 6.86070 2.64294 -0.012 -0.003 0.001 0.104
H 5.76114 -0.50787 -2.74196 -0.007 0.016 -0.003 0.109
H -6.07635 -1.66476 -3.77430 -0.004 -0.004 -0.011 0.037
H 2.08168 -2.48948 -5.38595 0.001 0.011 -0.014 0.107
H 0.90119 -1.43609 -0.89339 0.017 -0.009 -0.013 0.071
H -2.48877 0.02079 -5.53837 -0.012 0.010 0.005 0.007
H -2.57782 -3.55326 -5.34342 0.002 0.009 0.001 0.033
H -2.25738 -1.31963 6.16075 -0.002 -0.002 -0.005 0.099
H 2.49502 -4.19152 1.97408 0.006 -0.003 -0.004 0.103
H -1.35302 -2.55150 -4.55362 0.004 -0.022 0.027 0.014
H 1.28608 -0.14501 4.06759 0.001 0.003 0.001 0.109
H -3.83998 -0.75104 -6.37611 -0.003 0.009 -0.001 0.034
H 2.48464 1.94594 3.34981 0.046 0.074 -0.054 0.162
H 4.71184 -3.10980 1.78448 0.002 0.003 0.000 0.106
H 4.42917 -2.81356 -6.09566 -0.002 -0.003 0.003 0.104
H -5.38909 -3.24658 -3.38195 -0.004 0.002 -0.002 0.032
H -2.29883 0.36549 1.11770 0.003 0.019 0.100 0.099
H 5.01435 -1.17228 0.27473 -0.014 0.017 0.030 0.116
H 0.75856 5.27539 6.51633 -0.013 -0.002 0.002 0.102
H -5.59396 -2.76639 -5.06345 0.005 0.001 0.003 0.033
H -4.37199 -1.02367 0.83880 -0.009 0.037 0.006 0.106
H -0.15224 4.58571 1.71057 -0.026 0.007 0.009 0.119
H -4.14243 0.51613 -5.17997 -0.014 -0.011 -0.005 0.039
H 1.57113 -1.15351 -3.36779 -0.010 -0.017 0.025 0.055
H 0.09026 -1.74807 5.50812 -0.001 0.002 0.002 0.100
H 0.72356 2.99337 5.58563 -0.032 0.004 0.011 0.120
```
Positions in Å, forces in eV/Å.

Calculated values
HOMO level   -7.76 eV
Gap between HOMO and LUMO   8.1 eV
Molar mass   830.97 u
ΔE to the lowest compared entry with this formula, charge and spin   3.7 kcal per mole
LUMO level   0.35 eV
F_max   1.14 eV/Å

Which of these has the lowest molar mass? C35H33FN4Re